No. 1
C46H47AuN2O6P5 | ωB97M-V/def2-TZVPD

Total charge = +1
E_HOMO = -10.268 eV
Kohn-Sham gap = 0.281 Ha
2S+1 = 1
E_tot = -113868.6681 eV
Molar mass = 1075.73 g mol⁻¹

Geometry as XYZ:
```
107
Properties=species:S:1:pos:R:3:forces:R:3:lowdin_charge:R:1
Au -1.047 -0.853 -0.050 -0.309 -0.890 -0.005 0.74
C 1.390 -3.158 0.425 0.286 0.005 -0.094 -0.37
C 2.106 -1.900 0.879 -1.256 -0.288 0.573 -0.31
P 1.575 -0.290 0.156 2.073 1.748 -0.876 0.84
C 3.160 0.504 0.722 0.123 -0.367 -0.203 -0.30
C 4.202 0.830 -0.143 -0.024 0.077 -0.030 -0.10
C 5.408 1.321 0.348 -0.051 0.013 -0.005 -0.06
C 5.591 1.477 1.713 -0.016 0.012 -0.001 -0.06
C 4.572 1.125 2.589 0.014 0.016 -0.002 -0.06
C 3.376 0.631 2.096 -0.037 -0.028 -0.018 -0.11
C 1.791 -0.461 -1.635 -0.140 -0.355 0.072 -0.30
C 2.731 -1.352 -2.163 0.008 0.032 0.009 -0.09
C 2.934 -1.427 -3.531 -0.002 0.064 -0.006 -0.06
C 2.198 -0.615 -4.389 0.046 -0.035 0.020 -0.06
C 1.251 0.254 -3.875 -0.013 0.033 0.033 -0.06
C 1.043 0.325 -2.504 -0.082 -0.041 -0.039 -0.10
P -0.391 -2.997 0.650 -0.564 0.572 0.246 0.96
C -0.639 -2.930 2.452 0.013 -0.077 -0.024 -0.37
C 0.162 -3.655 3.334 0.023 -0.016 -0.037 -0.09
C -0.067 -3.596 4.700 -0.011 0.026 -0.002 -0.07
C -1.108 -2.821 5.195 -0.011 -0.031 -0.004 -0.07
C -1.919 -2.107 4.325 0.009 0.001 -0.034 -0.07
C -1.685 -2.159 2.957 0.023 0.028 0.031 -0.10
C -1.062 -4.584 0.125 -0.062 0.154 -0.245 -0.36
C -1.987 -5.263 0.908 0.064 -0.100 0.091 -0.07
C -2.536 -6.452 0.451 0.018 0.029 -0.004 -0.06
C -2.181 -6.951 -0.793 -0.003 0.019 -0.004 -0.06
C -1.276 -6.261 -1.587 0.004 0.010 0.009 -0.06
C -0.724 -5.075 -1.133 0.038 -0.017 -0.016 -0.09
H 1.757 -4.037 0.956 0.111 0.020 -0.026 0.10
H 1.553 -3.326 -0.641 0.027 -0.053 0.004 0.07
H 3.167 -1.909 0.645 0.043 0.029 0.000 0.10
H 2.003 -1.770 1.960 0.165 -0.090 0.027 0.09
H 4.080 0.706 -1.212 0.001 0.014 -0.003 0.10
H 6.206 1.571 -0.339 -0.015 0.005 -0.003 0.11
H 6.528 1.860 2.096 -0.004 -0.011 -0.003 0.11
H 4.711 1.233 3.657 -0.013 -0.007 -0.002 0.11
H 2.597 0.348 2.794 0.024 0.003 0.014 0.10
H 3.330 -1.978 -1.513 0.011 0.009 0.000 0.11
H 3.678 -2.105 -3.927 -0.029 -0.016 -0.001 0.11
H 2.368 -0.666 -5.456 -0.011 -0.008 0.007 0.11
H 0.672 0.889 -4.533 -0.029 -0.037 0.006 0.11
H 0.281 0.986 -2.118 -0.004 0.037 0.013 0.07
H 0.966 -4.278 2.960 -0.021 -0.013 0.018 0.11
H 0.560 -4.160 5.377 -0.005 0.002 -0.009 0.11
H -1.294 -2.783 6.261 0.009 0.012 -0.006 0.11
H -2.738 -1.512 4.707 0.002 -0.009 -0.004 0.11
H -2.327 -1.611 2.274 -0.021 -0.025 0.008 0.09
H -2.282 -4.869 1.871 -0.006 -0.006 -0.005 0.11
H -3.251 -6.983 1.065 -0.004 0.010 0.000 0.11
H -2.621 -7.872 -1.152 0.006 0.007 0.006 0.11
H -1.012 -6.639 -2.566 -0.007 0.009 0.001 0.11
H -0.048 -4.522 -1.778 -0.002 -0.015 0.000 0.10
N -4.822 -0.975 -3.654 0.228 0.145 0.025 0.16
C -3.583 -1.058 -2.775 -0.326 0.057 0.529 -0.50
C -2.339 -1.420 -3.565 -0.085 0.008 -0.154 -0.08
P -3.559 0.562 -1.859 -0.260 0.016 -0.263 0.35
O -2.510 1.420 -2.770 0.122 -0.016 0.044 -0.16
O -4.946 1.071 -2.033 0.214 0.085 0.101 -0.30
O -2.933 0.448 -0.486 0.422 -0.309 -0.263 -0.40
P -4.015 -2.457 -1.619 -0.065 -0.220 -0.164 0.27
O -5.275 -1.758 -0.874 -0.002 -0.051 0.040 -0.15
O -4.498 -3.554 -2.506 -0.054 0.215 -0.022 -0.32
O -2.873 -2.625 -0.685 -0.163 -0.178 0.058 -0.40
H -4.612 -0.647 -4.594 0.007 -0.026 -0.029 0.16
H -5.412 -0.258 -3.175 -0.039 -0.011 0.002 0.12
H -5.264 -1.904 -3.681 0.092 -0.086 -0.017 0.13
H -2.059 -0.626 -4.260 -0.013 -0.017 -0.001 0.07
H -2.488 -2.356 -4.107 0.008 -0.018 0.030 0.09
H -1.507 -1.570 -2.874 -0.012 0.023 0.013 0.06
H -2.029 2.042 -2.210 -0.043 -0.044 -0.076 0.03
H -5.855 -2.413 -0.465 -0.002 0.036 -0.106 0.08
N 0.496 0.883 0.450 -0.377 -0.115 0.488 -0.35
P 0.541 2.487 0.552 0.209 0.349 0.284 0.93
C 1.592 3.137 1.870 -0.033 -0.044 0.094 -0.30
C 1.336 2.625 3.146 -0.041 0.048 -0.059 -0.11
C 1.984 3.144 4.249 0.036 0.020 0.020 -0.06
C 2.889 4.191 4.091 -0.018 -0.015 0.017 -0.06
C 3.126 4.720 2.835 -0.035 -0.010 -0.057 -0.06
C 2.470 4.202 1.721 0.070 -0.033 -0.004 -0.06
C 0.990 3.289 -1.002 -0.062 -0.096 -0.056 -0.29
C 2.316 3.344 -1.431 -0.004 -0.027 -0.005 -0.09
C 2.626 3.843 -2.686 -0.012 0.004 0.024 -0.05
C 1.615 4.279 -3.531 -0.011 0.021 0.001 -0.06
C 0.292 4.232 -3.114 0.009 -0.019 0.017 -0.05
C -0.018 3.741 -1.855 -0.049 0.023 -0.020 -0.09
C -1.042 3.168 1.029 -0.141 0.014 -0.121 -0.31
C -2.121 2.387 1.402 -0.021 -0.021 0.063 -0.09
C -3.328 2.990 1.740 0.009 -0.046 0.072 -0.05
C -3.442 4.367 1.729 0.053 0.068 0.009 -0.05
C -2.342 5.160 1.400 -0.020 -0.043 0.017 -0.06
C -1.146 4.567 1.051 -0.054 -0.046 -0.019 -0.08
H 0.614 1.824 3.269 0.008 0.003 0.016 0.11
H 1.785 2.741 5.233 -0.016 0.017 -0.009 0.11
H 3.390 4.607 4.956 0.007 -0.020 -0.010 0.11
H 3.810 5.550 2.715 -0.004 -0.014 -0.006 0.11
H 2.640 4.647 0.750 0.020 -0.005 0.009 0.10
H 3.107 2.993 -0.786 0.051 -0.015 0.029 0.09
H 3.660 3.897 -3.002 -0.013 -0.024 -0.005 0.11
H 1.859 4.667 -4.512 0.000 -0.002 0.013 0.11
H -0.499 4.589 -3.760 0.003 -0.027 -0.003 0.12
H -1.051 3.735 -1.526 0.007 0.037 0.033 0.10
H -2.042 1.313 1.411 0.000 -0.041 -0.011 0.06
H -4.176 2.370 2.000 0.005 0.006 -0.029 0.12
H -4.385 4.834 1.982 0.014 -0.001 0.002 0.11
H -2.423 6.239 1.415 -0.015 -0.011 -0.013 0.11
H -0.296 5.188 0.791 0.004 -0.009 -0.011 0.11
```
Positions in Å, forces in eV/Å.


No. 2
C46H48BiClFN4O7PSi | ωB97M-V/def2-TZVPD

E_HOMO = -7.714 eV
Kohn-Sham gap = 0.285 Ha
2S+1 = 1
E_tot = -107022.3497 eV
Molar mass = 1091.40 g mol⁻¹

Geometry as XYZ:
```
110
Properties=species:S:1:pos:R:3:forces:R:3:lowdin_charge:R:1
Bi -0.317 0.047 0.256 0.344 0.017 0.458 1.72
O -1.223 0.524 3.225 0.239 0.276 0.396 -0.13
N -0.668 -0.725 3.279 0.084 -0.086 0.237 -0.03
C 0.358 -0.819 4.025 0.205 -0.188 -0.029 -0.14
C 1.072 0.177 4.872 -0.105 0.127 -0.102 -0.20
C 1.447 -0.269 6.145 -0.093 -0.031 -0.032 -0.04
C 2.091 0.567 7.037 0.020 -0.004 0.023 -0.08
C 2.384 1.874 6.667 0.042 0.013 0.031 -0.07
C 2.066 2.311 5.394 -0.032 -0.082 -0.107 -0.11
C 1.425 1.477 4.474 -0.072 -0.171 -0.132 -0.33
P 1.186 2.011 2.717 0.374 0.114 0.304 1.11
C 0.329 3.628 2.966 -0.132 -0.111 0.035 -0.33
C 0.180 4.525 1.907 -0.028 -0.001 -0.066 -0.11
C -0.511 5.718 2.070 0.021 -0.036 -0.007 -0.08
C -1.109 6.020 3.284 0.016 -0.013 0.046 -0.09
C -1.031 5.105 4.323 -0.002 0.001 -0.029 -0.08
C -0.325 3.920 4.166 0.008 0.068 -0.054 -0.09
C 2.951 2.496 2.342 0.034 -0.134 -0.023 -0.33
C 4.022 1.806 2.929 -0.115 0.089 -0.009 -0.12
C 5.338 2.063 2.568 0.016 -0.054 -0.061 -0.11
C 5.628 3.005 1.588 -0.016 -0.036 0.016 -0.11
C 4.580 3.673 0.972 -0.011 -0.005 -0.004 -0.09
C 3.264 3.413 1.336 -0.064 0.039 0.004 -0.09
H -1.897 0.420 2.534 -0.584 0.128 -0.156 0.03
H 0.709 -1.848 4.087 0.089 0.046 -0.016 0.12
H 1.212 -1.289 6.432 -0.010 0.053 -0.004 0.11
H 2.366 0.201 8.019 -0.024 0.019 -0.024 0.10
H 2.879 2.542 7.361 -0.010 -0.022 -0.023 0.11
H 2.327 3.317 5.089 0.027 -0.002 0.012 0.12
H 0.556 4.273 0.926 -0.033 -0.010 0.026 0.07
H -0.603 6.401 1.234 0.013 -0.031 0.021 0.10
H -1.648 6.951 3.415 -0.001 -0.041 -0.022 0.10
H -1.531 5.308 5.263 0.024 -0.011 -0.011 0.10
H -0.301 3.219 4.987 0.015 -0.010 -0.005 0.10
H 3.830 1.075 3.704 -0.025 -0.021 0.052 0.10
H 6.144 1.534 3.067 -0.046 0.021 -0.011 0.10
H 6.655 3.219 1.316 -0.044 -0.011 0.008 0.10
H 4.789 4.414 0.209 -0.042 -0.035 0.013 0.10
H 2.474 3.949 0.830 0.056 -0.021 0.012 0.08
C -6.181 -3.027 -3.105 0.098 0.018 0.108 -0.03
C -5.059 -3.560 -2.255 -0.098 -0.069 -0.153 -0.19
C -4.673 -4.890 -2.316 -0.042 0.007 -0.042 -0.07
C -3.628 -5.360 -1.532 -0.106 0.092 0.011 -0.65
Cl -3.141 -7.031 -1.661 -0.390 -0.185 0.025 0.69
C -2.966 -4.515 -0.665 -0.242 0.084 0.166 -0.12
C -3.334 -3.178 -0.604 -0.116 0.152 0.054 0.02
C -4.363 -2.697 -1.400 0.093 -0.137 -0.031 -0.21
O -4.753 -1.396 -1.430 -0.142 0.012 0.095 -0.01
C -3.814 -0.428 -1.022 0.042 0.091 0.022 -0.11
C -3.612 -0.274 0.482 -0.396 -0.393 0.108 -0.60
O -4.473 -0.587 1.270 0.235 0.127 -0.119 0.11
O -2.456 0.255 0.813 0.079 0.128 0.071 -0.30
H -6.554 -3.797 -3.779 -0.011 -0.001 -0.008 0.08
H -5.842 -2.170 -3.689 -0.038 -0.029 -0.005 0.08
H -7.005 -2.677 -2.479 0.022 -0.004 -0.029 0.09
H -5.189 -5.567 -2.986 0.026 0.013 0.026 0.11
H -2.179 -4.882 -0.017 -0.219 0.120 0.110 0.11
H -2.807 -2.527 0.077 -0.075 -0.115 -0.023 0.10
H -4.199 0.524 -1.383 0.079 0.068 -0.083 0.15
H -2.854 -0.622 -1.505 -0.026 -0.042 -0.018 0.06
N 4.161 -0.139 -0.263 0.118 0.085 0.099 0.20
C 3.025 -0.723 0.194 -0.307 0.014 -0.131 -0.64
N 3.007 -1.150 1.475 -0.069 -0.064 -0.114 0.21
O 2.042 -0.868 -0.560 0.120 -0.133 0.102 -0.14
H 4.795 0.269 0.404 0.065 0.066 0.057 0.09
H 4.062 0.358 -1.134 -0.093 0.055 -0.071 0.10
H 3.839 -1.118 2.035 0.008 -0.006 0.035 0.11
H 2.266 -1.792 1.732 -0.034 -0.012 -0.016 0.08
O 0.843 -3.353 1.242 0.197 0.173 -0.171 0.04
C 0.421 -3.189 0.105 -0.449 -0.161 -0.041 -0.63
O -0.595 -2.508 -0.285 0.541 0.205 0.244 -0.22
C 1.128 -3.927 -1.065 0.045 0.041 0.249 -0.15
N 0.390 -3.501 -2.306 0.033 0.225 0.111 0.09
C -0.177 -4.704 -2.980 -0.030 -0.304 0.073 -0.09
C -0.255 -5.741 -1.862 0.298 0.120 0.077 -0.19
C 0.988 -5.448 -1.010 -0.094 0.055 -0.150 -0.10
H 2.156 -3.581 -1.087 0.067 0.044 -0.105 0.15
H 0.938 -2.895 -2.912 0.044 -0.065 -0.016 0.16
H -0.351 -2.890 -1.833 -0.037 -0.139 -0.129 0.11
H 0.508 -5.028 -3.763 0.035 0.098 -0.002 0.13
H -1.141 -4.464 -3.422 -0.033 0.074 0.006 0.13
H -0.260 -6.754 -2.258 -0.022 0.029 -0.004 0.11
H -1.168 -5.601 -1.283 0.650 -0.087 -0.334 0.02
H 1.869 -5.927 -1.439 0.020 0.000 0.013 0.12
H 0.886 -5.778 0.022 0.026 -0.012 -0.005 0.13
C 3.600 1.436 -4.195 -0.045 -0.010 0.026 -0.10
C 3.069 2.166 -3.135 0.038 -0.073 0.002 -0.10
C 1.843 1.811 -2.588 -0.004 0.097 0.066 -0.11
C 1.108 0.736 -3.100 0.082 0.006 0.213 -0.33
C 1.651 0.028 -4.172 -0.070 -0.085 0.011 -0.12
C 2.887 0.363 -4.713 0.011 0.048 0.005 -0.09
Si -0.564 0.270 -2.351 0.052 0.244 -1.125 0.61
C -1.810 1.521 -2.990 -0.166 -0.026 0.155 -0.33
C -2.813 1.128 -3.881 0.081 -0.024 -0.023 -0.13
C -3.738 2.041 -4.368 -0.020 0.027 -0.017 -0.09
C -3.685 3.366 -3.958 0.061 -0.022 0.050 -0.09
C -2.702 3.771 -3.062 -0.058 -0.029 -0.054 -0.08
C -1.773 2.858 -2.585 0.049 0.056 0.067 -0.09
H 4.556 1.711 -4.623 -0.014 -0.009 0.017 0.10
H 3.617 3.010 -2.731 -0.019 -0.014 -0.013 0.10
H 1.453 2.380 -1.745 0.028 -0.100 -0.088 0.08
H 1.087 -0.795 -4.610 0.059 0.053 0.023 0.09
H 3.289 -0.199 -5.547 -0.025 -0.002 0.017 0.10
H -0.928 -1.000 -3.062 -0.007 -0.079 0.093 -0.01
H -2.874 0.089 -4.196 -0.008 0.066 -0.006 0.09
H -4.503 1.721 -5.065 0.008 -0.014 0.024 0.10
H -4.408 4.081 -4.329 -0.005 -0.009 -0.002 0.10
H -2.670 4.801 -2.727 0.024 -0.009 -0.010 0.10
H -1.022 3.185 -1.873 -0.072 -0.054 -0.025 0.08
F -0.069 2.150 0.028 0.010 -0.117 -0.240 -0.60
```
Positions in Å, forces in eV/Å.


In kcal/mol, the energy above the lowest of the compared OMol25 structures with the same formula, charge and spin values for the records above are, in order, 0.0; 5.6.